(1)
ORCA calculation (ωB97M-V/def2-TZVPD) on a molecular structure, C34H44N2O2PtSe2 at a distorted geometry.

The geometry in XYZ format:
```
85
Properties=species:S:1:pos:R:3
H 1.7548 4.2164 -0.9095
Pt -2.1168 -1.7516 -1.8044
H -0.7577 -4.9364 -0.2221
H 5.0639 -1.1595 -0.4976
H -2.0711 0.8783 2.0866
H 3.2256 0.0536 0.6157
C -1.3631 0.7801 -2.5368
C -1.7831 -0.1645 2.0378
H -1.5307 5.7101 -1.9735
C -0.5258 5.7169 -1.5483
H 0.7100 3.4334 -4.9563
C 1.0757 0.1843 4.0296
H 1.2543 -3.8289 1.0499
H 1.5152 0.7001 4.8873
H 1.7917 -0.0517 -5.0951
C -2.1873 -0.9124 0.9479
C -1.0563 1.4481 4.3010
H -2.1437 1.3946 4.3840
H -2.1983 2.6018 0.2345
Se -3.2532 0.0030 -0.4212
H 1.7542 0.1660 -3.3374
O -2.3643 -2.9679 -0.2480
H 0.4991 -0.7918 -4.1422
H 1.2716 -4.0054 2.8083
C -0.4279 1.6966 -3.1065
H 1.2044 -5.4406 1.7816
H -2.3045 4.8978 0.3841
C -0.7287 1.1656 -5.5564
C 0.2890 1.3608 -4.4192
C -1.2506 4.8628 0.6666
C 1.2379 2.4838 -4.8494
H 4.6031 -2.9244 -2.1678
H 1.6660 2.2309 -5.8206
C 2.9831 -0.7128 -0.1093
C 2.4577 -2.7062 -1.9929
H 0.1931 5.6426 -2.3647
H -0.7987 -6.2853 0.9183
H -0.0813 -2.5526 3.6331
H -1.1175 4.1186 1.4544
H 2.0613 2.6084 -4.1427
C -0.7447 -0.6884 5.5231
C 1.0917 4.4685 -0.0807
C -1.1570 -5.2691 0.7312
H 1.1975 3.6945 0.6823
H 1.4187 5.4214 0.3431
C -0.1453 2.8650 -2.4218
H -0.6734 1.9548 5.1882
C -0.4445 0.0481 4.2084
C -1.1389 -2.9000 1.8313
C -1.0032 -0.7400 3.0261
C -0.7520 3.2437 -1.2192
H -0.7990 2.0596 3.4336
O -1.6597 -0.3598 -3.1418
H -0.9802 5.8356 1.0803
C -0.3688 4.5608 -0.5479
H 0.8649 -0.4564 0.1137
Se 0.3288 -3.6676 -2.8734
C -1.2148 -5.0020 3.1797
H -0.2011 -1.6314 5.5904
C -1.6721 2.3662 -0.6820
H -0.9331 -4.4204 4.0575
H -0.4483 -0.0747 6.3763
H 1.5461 -0.7963 3.9398
C 3.8053 -2.3873 -1.6740
N 2.0856 -3.6284 -2.8669
C 1.1335 0.0881 -4.2339
N 0.1753 -2.3995 -1.6564
C -0.7035 -2.0922 2.8755
C -0.6838 -4.3736 1.8803
H -2.2412 -5.2918 0.6566
H -1.8118 -0.9012 5.6036
C 0.8562 -4.4103 1.8841
C -1.9398 1.1533 -1.3030
H -0.3686 6.6762 -1.0505
H -0.8181 -6.0132 3.2978
C 4.0439 -1.4143 -0.7540
H -0.2134 0.8665 -6.4728
H 1.3031 0.7538 3.1258
H 0.5883 3.5381 -2.8434
H -2.3042 -5.0617 3.1465
C 1.6766 -0.9817 -0.3761
H -1.2634 2.0988 -5.7475
H -1.4547 0.3987 -5.3075
C -1.9140 -2.2972 0.8010
C 1.3859 -1.9957 -1.3224
```

The value obtained for the energy above the lowest of the compared OMol25 structures with the same formula, charge and spin is 0.000 eV. The calculation puts the orbital gap at 0.2289 Eh. The calculation puts the lowest unoccupied orbital energy at -1.25 eV.

---

(2)
ORCA calculation (ωB97M-V/def2-TZVPD) on a molecular structure, C34H45BaClN2O2PSi at a distorted geometry.

The geometry in XYZ format:
```
87
Properties=species:S:1:pos:R:3
H 0.2708 -0.5831 -6.0133
H -0.7571 1.4530 4.4148
H 1.7789 5.2179 2.9098
H 0.3208 -6.4271 1.1038
P 1.5127 -4.3782 0.5865
Ba -0.3816 -0.7213 -0.2554
H 3.6926 -4.7711 -0.4061
H -1.2500 2.3836 1.8187
C 4.1127 0.8444 1.0242
C -3.8488 0.6636 0.0843
H 0.9716 1.4505 4.0250
C 0.2922 2.6902 0.3905
C 0.1557 0.8590 4.4348
H -2.8196 -1.7668 -3.2641
C 1.0321 -6.1349 0.3335
H 2.6772 -3.3097 2.3833
C 1.4757 3.3654 0.0969
C -4.4674 3.2499 -0.9629
H 4.8481 1.3390 0.3997
N -0.0353 -0.3253 3.6270
H 1.6653 -1.2900 4.4672
H -0.3028 4.0008 3.4447
H -3.4653 1.7427 1.8922
C 1.2001 -1.0820 3.4783
H 2.5077 -4.2224 -1.6117
H 2.7593 0.5796 -0.5831
H -1.1822 5.2049 -3.3686
C -4.3955 0.8739 -1.2027
H -3.9485 3.9663 0.9919
C -3.7743 1.8493 0.8589
H -0.7058 1.2711 -4.9679
C -3.3906 -0.5748 0.5841
H -0.5638 -2.1328 -6.0256
C 2.1961 -0.3799 2.5829
H 3.1459 -5.0276 2.2932
N -0.2299 0.0809 -2.6234
C 1.8992 -0.1992 1.2226
C -0.7343 3.6432 -1.9721
C 2.9094 0.4178 0.4792
H 2.9477 4.7505 0.7854
C -0.4699 1.3827 -2.8543
C -4.6631 2.1139 -1.7333
H -1.4809 -0.6524 -5.8320
C -0.7071 1.9414 -4.1251
H -1.8245 -2.7215 -2.1812
C -0.9464 3.2841 -4.3142
Cl -4.7648 -0.4978 -2.2019
H -0.8688 -1.4970 5.1998
Si -0.3977 -1.2546 -3.6523
H 1.9025 -6.7830 0.3565
C 2.8720 -4.0874 -0.5972
H 0.5436 -6.2090 -0.6358
C 2.3198 -4.3257 2.2305
H 5.3062 0.9680 2.8083
H -1.1240 3.6553 -5.3168
H 3.2032 -3.0591 -0.4760
C 2.0174 4.2490 1.0094
H 1.3140 -3.0627 -4.1243
C 0.2049 3.8194 2.5088
H 1.9616 3.1898 -0.8514
H 0.9268 -2.0321 3.0090
H -1.2666 -1.9993 3.5272
C -0.4717 2.3029 -1.7786
C -0.9698 4.1540 -3.2371
H 3.5961 -0.1400 4.1919
C 1.1144 -2.3765 -3.3050
H 2.0109 -1.7934 -3.1145
C 3.4032 0.0286 3.1386
C -0.3340 2.9159 1.6114
C 4.3700 0.6475 2.3662
O 0.3632 -3.4668 0.4619
H -3.8013 -1.4591 0.1120
H -3.3674 -0.6404 1.6679
C -4.0509 3.0940 0.3547
C -1.9032 -2.3402 -3.1964
H -4.6505 4.2292 -1.3771
H -2.0048 -3.1965 -3.8594
O -0.2717 1.8119 -0.4877
C 1.3753 4.4974 2.2120
C -1.0964 -1.1410 4.1760
H -0.7583 4.2970 -1.1130
H 1.5763 -4.5543 2.9908
H -2.0136 -0.5549 4.2170
C -0.5479 -1.1440 -5.5690
H 0.9055 -2.9707 -2.4207
H -5.0381 2.1966 -2.7453
H 0.3879 0.6125 5.4895
```

The charge is -1. The calculation puts the orbital gap at 0.1829 Eh. The calculation puts the lowest unoccupied orbital energy at 2.02 eV.

---

(3)
ORCA calculation (ωB97M-V/def2-TZVPD) on a molecular structure, C34H45IrN2OP2Si2.

The geometry in XYZ format:
```
87
Properties=species:S:1:pos:R:3
H 0.8691 6.2104 -1.1881
Ir -0.0077 -0.7298 1.1921
Si 2.5084 1.7143 1.2476
C -3.3685 -3.7540 -1.8362
C -0.4515 2.1129 -4.9619
H 3.5426 3.3506 2.7921
C 0.8775 -2.4484 -3.3393
H -3.2053 4.6712 3.7852
H 0.8971 1.3560 -1.9465
H 3.4037 -0.5792 -0.9026
H 1.0198 -4.6345 2.2187
H -5.9199 -1.5338 -1.6988
H 4.4346 2.7483 0.0917
P -0.5500 1.8618 0.6854
H -0.2699 -4.6585 3.4310
H -2.7419 4.5626 -2.7964
H -2.3877 4.0067 1.5586
H -2.3932 3.4999 5.8061
H 2.2556 -3.3110 0.3425
H 2.9793 -0.1095 2.8571
C 0.4508 2.1218 -3.9042
C 0.2065 1.3480 -2.7834
C -2.0274 3.4906 2.4401
C -1.5904 1.3236 -4.8998
H -3.1826 -4.8144 -1.9503
H 0.0629 -3.1731 -3.3453
H -2.7630 -2.8283 1.3035
H 1.0675 4.2880 0.3393
H -0.5496 -3.6686 0.5574
H 1.3394 2.7386 -3.9519
P -1.1739 -0.3722 -1.1727
C -1.7892 3.4158 -1.2562
C -0.9463 5.5035 -2.0921
C -0.0582 -4.7190 2.3616
C 3.4346 2.4332 -0.2199
C -2.2876 -3.6700 1.8097
C -1.1029 2.4584 2.3119
H -4.0295 0.0098 -1.2997
H 1.2217 -4.2953 -0.6973
H 2.7685 -0.0464 -2.4655
C -3.8451 -1.0418 -1.4876
C -0.7130 3.3234 -0.3783
H 1.7219 -2.8943 -3.8734
C -1.8343 0.5405 -3.7781
Si 1.4665 -1.9854 -1.6190
H 0.5547 -1.5737 -3.9090
H -0.3829 -5.6955 1.9973
H -2.5348 -3.6203 2.8723
H -0.7528 1.6612 5.5900
H -1.2935 -3.2617 -1.5770
H -2.7166 -0.0862 -3.7407
H 1.9303 3.9078 2.3468
H -2.5291 2.6241 -1.2748
H -0.2623 2.7203 -5.8379
C 2.9874 -0.9210 -1.8493
C -1.4920 0.4972 0.2676
C 0.2356 4.3417 -0.3516
C -0.7800 -3.6050 1.6276
C 2.5172 3.0219 2.6010
C -2.3048 -2.8828 -1.6375
H -2.2865 1.3103 -5.7286
C -2.0324 3.2083 4.8282
N 0.9155 1.2176 0.8119
H 2.1124 2.6310 3.5362
C 0.1238 5.4255 -1.2093
N 0.1796 -1.1841 -0.7784
C -1.1121 2.1761 4.7084
H -5.4953 -3.9453 -2.0227
H 2.9288 3.3069 -0.6369
C -4.9048 -1.9090 -1.6937
H 0.0885 1.0145 3.3652
C -1.9066 4.5021 -2.1105
C -2.4883 3.8653 3.6942
H -2.6913 -4.5985 1.3993
H 3.7622 -1.4995 -2.3605
H -1.0319 6.3483 -2.7635
C -4.6650 -3.2673 -1.8718
C -0.9412 0.5543 -2.7125
C 1.9946 -3.5249 -0.6964
H 2.8778 -3.9446 -1.1861
C -2.5362 -1.5230 -1.4760
C 3.4221 0.2238 1.9148
O -0.3108 -2.3588 2.1105
H 3.3960 -0.6220 1.2269
H 4.4694 0.4696 2.1108
C -0.6483 1.8088 3.4549
H 3.5489 1.7046 -1.0233
```

The value obtained for the energy above the lowest of the compared OMol25 structures with the same formula, charge and spin is 0.000 eV. The calculation puts the orbital gap at 0.2740 Eh. The calculation puts the lowest unoccupied orbital energy at 0.28 eV.

---

Number 1: highest occupied orbital energy -7.5 eV. Number 2: highest occupied orbital energy -3.0 eV. Number 3: highest occupied orbital energy -7.2 eV.